(1)
Computed, not measured: a structure of composition C33H48N8O6P2S2SeTa, with ωB97M-V/def2-TZVPD.

Calculated values
charge = +3
HOMO energy = -16.0 eV
orbital gap = 6.728 eV
largest force on an atom = 0.58 eV/A
relative energy (zero: lowest compared OMol25 entry of this formula, charge and spin) = 0.00 kJ/mol
DFT total energy = -166337.6894 eV

```
101
Properties=species:S:1:pos:R:3:forces:R:3
Ta 0.103 -0.950 -1.187 0.3151 -0.4268 0.2451
Se -2.592 1.362 -8.294 -0.0977 -0.1109 -0.1016
N -3.253 1.428 -6.655 0.0415 0.1400 0.1044
C -2.377 0.856 -5.867 0.0191 -0.0809 -0.0605
C -2.561 0.696 -4.435 -0.0543 0.0191 0.0044
C -3.742 1.057 -3.784 0.0112 -0.0029 0.0206
C -3.859 0.794 -2.437 0.0324 -0.0121 0.0129
C -2.787 0.235 -1.759 -0.0756 -0.0218 -0.0381
N -1.630 -0.070 -2.355 0.0462 0.0172 -0.0623
C -1.534 0.114 -3.692 0.0018 0.0568 0.0243
C -0.348 -0.420 -4.331 0.0438 0.0298 -0.0151
N 0.535 -1.069 -3.528 -0.1796 0.0705 0.0314
C 1.515 -1.747 -4.133 0.0664 -0.0366 -0.0420
C 1.730 -1.737 -5.504 0.0008 0.0019 0.0091
C 0.882 -1.015 -6.312 -0.0059 -0.0123 0.0322
C -0.199 -0.361 -5.718 0.0446 -0.0063 -0.0277
C -1.209 0.334 -6.500 -0.0892 -0.0253 0.0055
N -1.141 0.484 -7.800 0.1379 0.0981 0.0363
H -4.546 1.504 -4.354 -0.0010 -0.0039 -0.0028
H -4.769 1.012 -1.896 -0.0086 -0.0047 -0.0146
H -2.875 -0.002 -0.711 0.0032 0.0084 0.0017
H 2.163 -2.350 -3.524 -0.0060 0.0145 0.0045
H 2.551 -2.309 -5.912 -0.0039 0.0008 -0.0052
H 1.004 -0.977 -7.387 -0.0024 0.0039 -0.0009
C -1.745 4.656 2.019 0.0138 0.0085 -0.0088
C -1.297 3.679 0.963 -0.0199 -0.0382 0.0052
C -1.644 4.083 -0.448 0.0250 0.0146 -0.0003
O -2.012 2.394 1.244 0.0559 0.0683 0.0188
P -1.345 1.003 1.239 0.3228 -0.0192 0.1343
O -0.648 0.707 -0.093 -0.5027 -0.0700 -0.0522
C -0.117 0.882 2.561 -0.1022 -0.1281 -0.0206
P 1.346 -0.118 2.152 -0.1682 -0.0176 0.2002
O 1.154 -0.745 0.794 0.3812 0.0685 -0.2076
O 1.585 -1.120 3.304 -0.0753 -0.0258 -0.1002
C 0.602 -2.157 3.762 0.0102 -0.0108 0.0455
C 1.162 -3.505 3.390 -0.0342 -0.0083 -0.0297
C 0.416 -1.950 5.245 -0.0006 0.0153 -0.0217
O 2.589 0.803 2.134 0.0065 0.0374 0.0641
C 3.261 1.326 3.383 -0.0171 -0.0197 -0.0547
C 4.534 0.541 3.564 -0.0002 0.0082 0.0276
C 3.461 2.803 3.165 0.0020 0.0026 0.0177
O -2.433 -0.050 1.504 0.0103 -0.0046 -0.1025
C -3.645 -0.084 2.403 -0.0417 0.0469 0.0050
C -3.318 0.466 3.769 -0.0097 -0.0141 0.0134
C -4.772 0.629 1.699 0.0100 -0.0125 -0.0067
H -1.247 5.613 1.862 0.0027 -0.0018 -0.0022
H -1.498 4.305 3.021 -0.0096 0.0015 0.0049
H -2.821 4.818 1.954 0.0000 -0.0059 0.0101
H -0.226 3.467 1.056 0.0063 0.0135 -0.0092
H -2.717 4.251 -0.539 -0.0010 -0.0077 -0.0070
H -1.341 3.319 -1.166 -0.0143 -0.0074 -0.0013
H -1.134 5.014 -0.696 0.0003 -0.0001 0.0037
H -0.639 0.413 3.398 0.0681 0.0479 0.0536
H 0.208 1.866 2.908 0.0081 0.0356 -0.1016
H -0.330 -1.969 3.220 -0.0135 -0.0047 -0.0109
H 2.098 -3.689 3.917 0.0066 -0.0032 -0.0095
H 1.327 -3.580 2.315 0.0293 0.0002 0.0124
H 0.447 -4.280 3.667 0.0037 0.0055 0.0190
H 1.363 -2.082 5.768 -0.0013 0.0073 0.0025
H -0.289 -2.688 5.626 -0.0039 0.0001 -0.0064
H 0.027 -0.955 5.469 0.0049 -0.0028 0.0161
H 2.569 1.137 4.206 0.0088 0.0051 0.0128
H 5.202 0.697 2.717 -0.0030 -0.0100 -0.0041
H 4.331 -0.523 3.681 0.0053 -0.0012 -0.0081
H 5.043 0.889 4.463 -0.0017 -0.0015 -0.0005
H 4.121 2.981 2.316 -0.0065 0.0001 -0.0064
H 3.929 3.235 4.050 0.0010 0.0004 -0.0011
H 2.515 3.321 3.001 0.0005 0.0016 -0.0067
H -3.830 -1.155 2.453 -0.0118 -0.0031 0.0041
H -3.028 1.518 3.723 0.0019 0.0009 0.0038
H -2.550 -0.120 4.276 0.0106 0.0036 -0.0113
H -4.216 0.403 4.384 -0.0006 0.0036 -0.0015
H -4.557 1.691 1.585 -0.0074 0.0002 -0.0045
H -5.680 0.528 2.295 0.0057 -0.0075 0.0079
H -4.971 0.180 0.726 0.0068 0.0112 -0.0039
N 1.498 0.797 -1.788 -0.1609 0.1774 -0.1613
C 2.494 1.525 -0.935 -0.0338 -0.0708 -0.0008
C 3.867 0.884 -1.015 0.0052 0.0195 -0.0592
C 4.022 -0.563 -0.550 0.0032 -0.0392 0.0310
C 3.486 -1.633 -1.497 -0.0343 0.0285 -0.0179
N 2.082 -2.105 -1.204 -0.0119 -0.0043 0.0532
H 1.959 0.587 -2.672 0.0187 -0.0314 0.0306
H 0.779 1.477 -2.046 0.0096 0.0055 0.0215
H 2.114 1.556 0.079 0.0112 -0.0022 -0.0008
H 2.564 2.550 -1.302 0.0004 0.0031 0.0008
H 4.548 1.510 -0.436 -0.0397 0.0134 0.0345
H 4.221 0.963 -2.051 0.0390 -0.0018 0.0226
H 3.613 -0.704 0.449 0.0438 0.0118 0.0094
H 5.093 -0.750 -0.457 0.0002 -0.0100 -0.0331
H 4.119 -2.518 -1.444 -0.0102 -0.0062 -0.0010
H 3.530 -1.271 -2.524 -0.0068 -0.0166 -0.0154
H 2.085 -2.392 -0.225 -0.0090 0.0064 0.0062
H 1.917 -2.975 -1.710 -0.0246 0.0236 -0.0102
S -0.778 -2.518 0.423 -0.0805 0.0860 0.1197
C -1.347 -3.657 -0.759 0.0577 0.1499 0.0113
S -0.879 -2.986 -2.285 0.0773 -0.0381 -0.0672
C -1.946 -4.825 -0.472 -0.0581 0.1852 -0.0536
C -2.156 -5.141 0.911 0.0971 -0.2404 -0.0456
N -2.221 -5.348 2.039 -0.0679 0.1235 0.0179
C -2.336 -5.724 -1.513 -0.0433 -0.1513 0.1343
N -2.634 -6.451 -2.351 0.0156 0.0793 -0.0694
```
Positions in Å, forces in eV/Å.

---

(2)
Computed, not measured: a structure of composition C33H49B2F4N6O3Pt at a distorted geometry, with ωB97M-V/def2-TZVPD.

Calculated values
charge = +1
HOMO energy (alpha / beta) = -11.3 / -11.6 eV
multiplicity = 5
orbital gap (alpha / beta) = 8.783 / 5.295 eV
largest force on an atom = 2.78 eV/A
DFT total energy = -65566.9007 eV

```
98
Properties=species:S:1:pos:R:3:forces:R:3
Pt 8.628 -16.826 9.002 0.1830 1.2032 0.1921
C 10.202 -20.162 13.237 1.0244 0.0879 -2.5848
C 9.225 -19.211 12.682 -0.3918 0.3386 0.0466
C 8.263 -18.530 13.386 0.1812 0.4660 -1.3051
C 7.712 -17.618 12.452 -0.4492 -0.6326 0.2266
N 8.359 -17.786 11.191 0.0193 -0.2225 0.8104
N 9.212 -18.727 11.353 0.6789 -0.5656 -0.4873
B 10.092 -19.321 10.122 0.6532 -0.1288 0.4639
N 11.137 -18.301 9.713 0.9544 0.0765 0.8057
N 10.830 -17.007 9.449 -0.9486 0.6647 -0.2389
C 11.949 -16.263 9.528 -0.5049 0.4209 -0.6290
C 12.990 -17.120 9.848 1.2005 -0.9647 0.2653
C 12.471 -18.385 9.988 -0.3142 0.2063 -0.2363
C 13.184 -19.645 10.377 -0.2783 1.4656 1.9926
C 12.099 -14.747 9.262 0.4525 -1.2010 0.2120
C 11.173 -14.311 8.168 -0.4812 -0.9530 -0.0982
C 11.785 -14.017 10.539 0.1383 -0.0816 2.1278
C 13.516 -14.454 8.745 -0.3955 0.2096 -1.3954
N 9.183 -19.735 9.001 0.2821 -0.2323 0.8154
N 8.374 -18.871 8.358 -0.1256 -0.4935 -0.9724
C 7.765 -19.591 7.387 -0.5610 1.1864 0.4702
C 8.152 -20.910 7.463 0.9248 -0.4679 0.5367
C 9.070 -20.969 8.503 -0.6131 0.3455 -0.5063
C 9.748 -22.176 8.987 0.7097 -1.1486 -0.8387
C 6.674 -19.025 6.544 -0.3824 -0.8207 -1.9988
C 5.372 -19.141 7.297 -1.1617 1.4107 0.5128
C 6.956 -17.630 6.079 0.9802 0.5989 -0.1406
C 6.559 -19.831 5.191 -1.4074 -0.5993 1.0076
C 6.555 -16.714 12.560 -0.5082 0.5140 0.8919
C 6.069 -16.663 14.041 0.6514 -1.3191 0.0052
C 5.395 -17.239 11.621 0.6128 0.8795 1.1426
C 7.034 -15.298 12.143 -1.0139 0.4816 1.4053
H 9.883 -20.450 14.183 -0.6320 -0.9816 1.5629
H 11.096 -19.564 13.411 0.4184 -0.0069 -0.0742
H 10.496 -20.995 12.533 -0.5230 0.8263 1.0047
H 8.051 -18.729 14.421 -0.2736 0.3433 0.0040
H 10.684 -20.270 10.574 -0.3844 0.2019 -0.2192
H 14.060 -16.963 9.923 -0.3170 0.4787 0.0122
H 14.262 -19.462 10.362 -0.2150 -0.2146 -0.2461
H 12.874 -20.433 9.744 -0.0275 -1.0838 -0.4168
H 12.921 -19.831 11.467 0.3028 -0.2629 -1.3017
H 10.151 -14.433 8.504 0.2220 0.1491 -0.2299
H 11.385 -14.981 7.332 -0.2998 0.2665 -0.3229
H 11.314 -13.283 7.887 0.2157 0.4851 -0.0543
H 10.781 -14.232 10.951 0.3891 -0.0959 -0.4813
H 11.802 -12.948 10.410 0.0893 0.5396 -0.2637
H 12.499 -14.236 11.382 -0.4245 0.0331 -0.8902
H 13.709 -15.019 7.766 -0.1162 0.6780 1.4474
H 14.324 -14.580 9.446 0.2498 -0.3413 0.2973
H 13.478 -13.381 8.493 0.3288 -0.3191 -0.0119
H 7.884 -21.759 6.870 -0.2579 0.0250 -0.2358
H 9.291 -22.989 8.380 0.6791 0.2371 0.5624
H 9.581 -22.400 10.023 -0.2942 0.0015 0.5805
H 10.855 -22.181 8.857 -0.7785 0.0943 -0.1690
H 5.319 -18.349 8.077 0.1421 -0.7096 -0.1125
H 5.177 -20.107 7.701 0.3297 -0.8344 0.6930
H 4.462 -18.983 6.710 0.3692 0.3235 -0.5471
H 6.955 -16.868 6.847 -0.3251 -0.3460 -0.1552
H 6.260 -17.379 5.282 0.0072 0.2336 -0.0409
H 7.986 -17.646 5.692 -0.3181 0.2593 -0.2827
H 6.357 -20.887 5.430 0.1696 0.1992 -0.2463
H 7.434 -19.766 4.567 0.3818 0.1182 -0.1228
H 5.658 -19.492 4.616 0.8716 -0.0545 0.5205
H 5.970 -17.701 14.485 -0.1222 1.1340 -0.5397
H 5.125 -16.142 14.151 -0.1268 0.0372 -0.1777
H 6.817 -16.134 14.639 -0.0726 -0.0130 0.0268
H 5.217 -18.275 11.889 -0.6517 -0.0158 0.1349
H 5.738 -17.230 10.616 0.2085 0.1160 -1.0553
H 4.521 -16.543 11.711 0.6520 -0.8723 0.0947
H 7.884 -14.909 12.735 -0.3396 -0.4312 -0.1110
H 6.179 -14.595 12.345 0.8146 -0.5895 -0.5186
H 7.330 -15.287 11.127 0.0087 0.2350 -0.9735
C 10.713 -11.671 4.725 -1.0889 1.1810 -0.2632
O 9.254 -11.622 4.744 0.3980 0.2127 0.0496
C 8.553 -12.522 5.458 0.5038 0.4396 -0.3886
C 7.253 -12.115 5.844 0.1902 -0.9512 0.8307
C 6.506 -12.913 6.711 -0.4398 -1.0457 0.9369
C 6.970 -14.156 7.175 -0.0316 1.2658 -0.5311
C 6.155 -14.899 8.112 -0.0761 0.0638 0.3813
C 4.831 -14.347 8.512 -1.4749 -0.3516 0.5501
O 6.528 -15.964 8.605 -0.2748 -0.1993 0.5698
C 8.286 -14.597 6.763 0.6833 1.2229 -1.3069
O 8.894 -15.606 7.141 -0.0334 -0.8831 0.1025
C 9.026 -13.732 5.818 0.2045 -1.3137 0.8398
H 10.991 -10.787 4.145 -0.1038 -0.2872 -0.0669
H 11.065 -12.548 4.224 0.2744 -0.6050 -0.0864
H 11.126 -11.504 5.714 -0.0930 -0.4696 0.3127
H 6.939 -11.156 5.551 -0.5020 1.0242 -0.3371
H 5.536 -12.618 7.174 1.0556 0.3030 -1.0059
H 4.224 -13.917 7.695 0.3385 -0.5707 0.2164
H 4.972 -13.512 9.218 0.1456 -0.4760 -0.0803
H 4.254 -15.172 9.011 0.5158 0.8903 -0.4320
H 10.024 -14.096 5.547 -0.5068 0.2372 0.1192
F 6.843 -13.020 10.244 -0.6846 0.3858 0.3177
B 8.214 -12.920 10.127 0.2459 -1.2314 -0.6580
F 8.605 -14.315 9.675 0.0016 -0.2577 0.2894
F 8.867 -12.674 11.293 0.0404 0.1965 0.3275
F 8.566 -12.125 9.071 0.2524 0.6518 -0.3267
```
Positions in Å, forces in eV/Å.